ORCA calculation (wB97M-V/def2-TZVPD) on C17H23N2O as an isolated structure at a distorted geometry.

The geometry in XYZ format:
```
43
C17H23N2O wB97M-V/def2-TZVPD
C -2.70650 0.11209 2.65553
C -1.29752 -0.39949 2.69155
C -0.65412 -1.10006 1.56024
C 0.53775 -1.67476 1.79624
C 1.25069 -1.46399 3.12100
C 0.59886 -1.03239 4.18056
C -0.75703 -0.50301 4.09854
H -0.87788 0.10934 4.89804
H 1.32569 -0.97404 5.09243
H 2.19145 -2.07649 3.08825
C 1.23729 -2.59386 0.55328
N 1.23552 -1.57584 -0.46135
C 1.25455 -1.91974 -1.73285
C 0.71841 -1.17790 -2.94101
N 0.48335 0.21803 -2.10514
H -0.32795 -0.23531 -1.32586
C 1.47466 0.72256 -1.45420
C 1.86789 -0.40195 -0.33383
H 3.12673 -0.61917 -0.53925
H 1.70671 -0.04471 0.58207
H 1.50605 1.65761 -1.02520
H 2.36412 0.48991 -2.22808
C -0.28296 1.06477 -3.02518
C -0.98646 2.03333 -2.06203
C -0.53685 3.58844 -2.02800
C -1.59157 3.99203 -0.96531
C -2.17756 2.92873 -0.23831
O -1.52250 1.67268 -1.11424
H -2.77591 2.54307 0.59274
H -1.86620 4.95803 -0.58521
H -0.21095 4.16588 -2.74469
H 0.47249 1.70461 -3.58738
H -1.09942 0.65370 -3.57526
H -0.28453 -1.42304 -3.21676
H 1.36103 -0.88606 -3.61739
H 2.43072 -2.42905 -2.19424
H 0.88239 -2.94910 -1.86405
H 0.31187 -3.45938 0.27664
H 2.15905 -2.82706 0.80803
H -1.24343 -1.41012 0.80655
H -3.52032 -0.41766 3.27237
H -3.13021 -0.13379 1.71282
H -2.64738 1.11316 3.17798
```

Values from the calculation:
charge: +1
max |F|: 15.7 eV/A
multiplicity: 1


ORCA calculation (wB97M-V/def2-TZVPD) on C17H23N2O2 as an isolated structure at a distorted geometry.

The geometry in XYZ format:
```
44
C17H23N2O2 wB97M-V/def2-TZVPD
C -5.51621 1.70191 2.09527
O -5.19468 0.28157 2.01933
C -3.88442 -0.07471 1.99357
C -3.61819 -1.45468 2.14547
C -2.36531 -1.85896 2.57735
C -1.28349 -0.95531 2.64941
C 0.01160 -1.55272 3.09066
C 1.29653 -0.90165 2.73001
C 2.29283 -1.78600 2.16130
C 3.54619 -1.34459 1.78452
C 3.87011 0.01872 2.02072
O 5.17818 0.33353 1.87514
C 5.56510 1.71800 2.09591
C 2.83008 0.92466 2.37967
C 1.63877 0.42870 2.97132
C -1.48306 0.37174 2.20865
C -2.78044 0.81011 1.88334
H -6.61886 1.70188 2.12425
H -5.11881 2.15798 3.01416
H -5.16590 2.24842 1.20686
H -4.47985 -2.13331 2.11851
H -2.21612 -2.93095 2.78166
H 0.06602 -2.40056 2.33933
H 2.08231 -2.85855 2.06317
H 4.34399 -2.03050 1.44988
H 6.66606 1.67908 2.12104
H 5.22978 2.35394 1.25878
H 5.18069 2.09959 3.05550
H 3.02390 2.01417 2.34327
H 0.96324 1.06662 3.62235
H -0.63733 1.05930 2.09127
H -2.96854 1.88070 1.67909
C 1.75957 -1.83114 6.49534
N 1.38808 -1.98629 5.10287
N 0.12330 -1.55067 4.67278
C -0.88294 -2.03262 5.70970
H 2.75556 -2.27120 6.60468
H 1.88567 -0.77889 6.76714
H 1.16667 -2.33439 7.29909
H 2.18505 -1.72494 4.48684
H -0.22729 -2.51174 3.91887
H -1.86816 -1.53228 5.67616
H -0.98294 -3.15928 5.55740
H -0.63619 -1.93101 6.81632
```

Values from the calculation:
charge: +1
max |F|: 3.7 eV/A
multiplicity: 1


In eV, the HOMO level values for the records above are, in order, -11.21 -11.47.
In eV, the Kohn-Sham gap values for the records above are, in order, 8.62 8.55.
In eV, the DFT total energy values for the records above are, in order, -23009.4870 -25063.9164.